57
Properties=species:S:1:pos:R:3 method="wB97M-V/def2-TZVPD" lumo_ev=2.37 total_charge=-1 e_tot_ev=-224234.159 orbital_gap_ev=6.0 relative_energy_kj_mol=66.23
C 6.8250 -3.0038 1.9732
C 2.3761 -1.4430 1.1782
H 5.5465 -2.2792 -0.4093
H -0.1203 4.6168 2.1808
Ga 0.6249 -3.1157 -0.6571
C 5.7521 -3.3465 -0.3076
C 0.2973 3.6990 -0.3483
H -2.2975 1.8381 -2.5970
C -3.9075 4.0396 -1.9244
F -3.6825 -0.8993 2.3868
H -2.8134 3.9543 0.8757
C -2.1631 -2.9393 0.6714
H -0.0327 -2.6932 -2.0606
H -0.3060 -3.1613 1.7977
H 6.6234 -1.9317 1.9394
H 0.4210 5.7461 0.0246
N -3.6634 2.5640 -5.3239
C -2.3689 -1.4474 0.4416
C 2.0132 -1.6807 -0.0981
C 4.5711 -3.9848 0.2686
F -2.4563 -1.1191 -0.8784
H -5.2831 2.4104 -2.1763
C 6.9869 -3.5750 0.5693
H 7.1938 -4.6453 0.6363
N 0.7608 2.7011 -0.6679
Br -1.0333 -0.3280 1.2904
H -2.6846 -3.4470 -0.1339
H 6.0048 -3.4873 2.5045
H 2.4761 -1.0479 -0.8574
H -2.7092 -3.1497 1.5945
C -3.5265 2.1915 -4.2485
H 1.4272 -4.5053 -0.8697
C -3.7332 -0.9771 1.0424
H 7.8513 -3.1113 0.0876
H 7.7337 -3.1594 2.5577
C -1.9938 3.7570 1.5703
H -4.0847 4.4805 -2.9068
H -3.6056 0.6789 -2.8132
H 2.6247 -2.2229 1.8874
H -1.5908 2.7676 1.3489
H -4.5341 4.5736 -1.2084
C -0.9197 4.8359 1.4707
H -1.3462 5.8004 1.7558
H -0.8282 -4.5474 0.8989
H 2.4405 -0.4118 1.5362
C -4.2328 2.5502 -1.9125
H -4.1018 2.1601 -0.9040
H -2.8632 4.2130 -1.6553
F -4.0359 0.2532 0.5631
H 5.9125 -3.7546 -1.3061
C -0.3307 4.9572 0.0608
C -3.3502 1.7370 -2.8659
N 3.6248 -4.4418 0.7221
H -1.1131 5.2054 -0.6581
C -0.7351 -3.4637 0.8446
H -2.4079 3.7217 2.5781
Br -5.2326 -2.1324 0.5311